C9H6F3N5O4 | ωB97M-V/def2-TZVPD

Largest force on an atom = 0.1060 hartree/bohr
HOMO-LUMO gap = 7.020 eV
Highest occupied orbital energy = -8.3 eV
E_LUMO = -1.247 eV
SMILES string = N#CC1=CC(=[N+]([O-])[O-])c2no[n+]([O-])c2[C@@H]1[NH2+]CC(F)(F)F
DFT total energy = -33212.3649 eV
Relative energy (zero: lowest compared OMol25 entry of this formula, charge and spin) = 60.97 kcal per mole

Atoms and positions in Å:
N: -3.62794 -1.27781 1.91998
C: -2.62504 -0.74247 1.62799
C: -1.33061 -0.19511 1.40168
C: -0.20501 -1.04151 0.68832
C: 1.10778 -0.47289 1.15002
N: 2.30592 -1.11283 1.08630
O: 2.61530 -2.23450 0.73164
O: 3.26600 -0.11141 1.38590
N: 2.65756 1.11234 1.58102
C: 1.30881 0.86297 1.39855
C: 0.16377 1.74242 1.61833
N: 0.27094 3.19786 1.67351
O: 1.29729 3.84453 1.34356
O: -0.74498 3.88541 1.95815
C: -1.13044 1.12750 1.73826
H: -0.28844 -2.08042 1.16469
H: -1.96627 1.78460 2.06927
F: -0.09139 0.13194 -4.44897
C: -0.31985 -0.88738 -3.52097
F: -1.52570 -1.44490 -3.90629
F: 0.68019 -1.82102 -3.71458
C: -0.27934 -0.26668 -2.11092
N: -0.27935 -1.23181 -0.76117
H: 0.60394 0.36880 -2.15475
H: -1.20282 0.33155 -2.10873
H: 0.59050 -1.83662 -0.97144
H: -1.25082 -1.63255 -0.83936

C5H9O3Se | ωB97M-V/def2-TZVPD

Largest force on an atom = 0.0686 hartree/bohr
HOMO-LUMO gap = 7.252 eV
Total charge = -1
Highest occupied orbital energy = -3.8 eV
E_LUMO = 3.452 eV
DFT total energy = -76820.0558 eV
Relative energy (zero: lowest compared OMol25 entry of this formula, charge and spin) = 7.39 kcal per mole

Atoms and positions in Å:
C: -0.74082 1.98119 0.22557
C: -0.57286 -2.51291 0.07546
C: -0.18244 -1.08885 0.49251
C: -0.10929 -0.22847 -0.78708
C: 0.36099 1.20798 -0.66616
O: -1.91121 2.04008 -0.05752
O: -0.23370 2.58482 1.26651
O: 1.77087 1.32403 0.82699
Se: 1.21127 1.87167 -2.15410
H: 0.16453 -2.90560 -0.69506
H: -0.82190 -3.11427 0.88994
H: -1.42727 -2.48081 -0.62287
H: 0.77432 -1.07496 0.86641
H: -0.92389 -0.75335 1.22325
H: 0.53349 -0.74046 -1.50026
H: -1.05334 -0.25135 -1.31304
H: 2.41486 1.99118 0.59285
H: 0.74637 2.15007 1.33660

C36H38MgO2P2 | ωB97M-V/def2-TZVPD

Largest force on an atom = 0.0485 hartree/bohr
HOMO-LUMO gap = 7.448 eV
Highest occupied orbital energy = -7.9 eV
E_LUMO = -0.482 eV
DFT total energy = -66061.0001 eV
Relative energy (zero: lowest compared OMol25 entry of this formula, charge and spin) = 30.81 kcal per mole

Atoms and positions in Å:
Mg: 1.83685 -0.83706 1.45795
C: -2.78333 0.03035 6.44525
C: -2.58923 -0.00190 5.12092
C: -3.17118 1.00942 4.18446
C: -2.21039 1.95510 3.49017
C: -1.15483 2.52313 4.41887
C: -1.27975 2.84063 5.71617
C: -2.44416 2.55072 6.65104
C: -2.58056 1.18312 7.33804
C: 3.52323 -0.14004 2.39567
H: -3.13243 -0.85917 6.98373
H: -2.08972 -0.88588 4.67915
H: -3.90391 1.57539 4.76701
H: -3.75884 0.48588 3.43023
H: -1.60603 1.46712 2.69511
H: -2.88634 2.67459 2.96923
H: -0.24315 2.78518 3.87423
H: -0.46493 3.45220 6.15415
H: -3.42080 2.82962 6.19703
H: -2.34148 3.29386 7.47330
H: -1.74210 0.98193 8.01325
H: -3.48194 1.26629 7.95968
H: 3.85873 -0.82715 3.18236
H: 3.16574 0.79147 2.86449
H: 4.35761 0.09545 1.71964
P: 0.04166 -2.20769 -2.20791
P: 2.02960 0.43803 -2.65518
C: -0.53274 -0.59905 -2.67546
C: 0.34476 0.22034 -3.31507
C: -0.58487 -3.35313 -3.55657
C: -1.71247 -3.05974 -4.33631
C: -2.15336 -3.96829 -5.30556
C: -1.44527 -5.15010 -5.54790
C: -0.28871 -5.42580 -4.80598
C: 0.15391 -4.52548 -3.83590
C: -1.08823 -2.35603 -0.82787
C: -0.77567 -1.51011 0.24909
C: -1.57031 -1.55140 1.38511
C: -2.60968 -2.49077 1.47715
C: -2.87512 -3.36344 0.41998
C: -2.14267 -3.27505 -0.76931
C: 2.69604 1.04909 -4.27232
C: 2.52276 0.17343 -5.36595
C: 2.85390 0.57748 -6.65702
C: 3.48852 1.80539 -6.87555
C: 3.74159 2.64350 -5.78352
C: 3.31096 2.29020 -4.49783
C: 2.13955 1.96131 -1.66250
C: 3.31925 2.10083 -0.89815
C: 3.54870 3.24154 -0.13799
C: 2.57543 4.25149 -0.09389
C: 1.36452 4.08851 -0.78927
C: 1.15209 2.94899 -1.58369
H: -1.55552 -0.26215 -2.47204
H: 0.01365 0.71485 -4.25192
H: -2.26122 -2.12331 -4.17974
H: -3.06559 -3.74401 -5.86444
H: -1.78660 -5.85232 -6.30491
H: 0.26745 -6.34800 -4.97344
H: 1.06398 -4.72026 -3.26115
H: 0.05053 -0.77523 0.15733
H: -1.33621 -0.88416 2.21838
H: -3.18127 -2.54994 2.40849
H: -3.64785 -4.13990 0.50916
H: -2.38148 -3.89950 -1.63333
H: 2.09132 -0.81465 -5.19411
H: 2.61093 -0.07222 -7.50138
H: 3.76597 2.10860 -7.88534
H: 4.26285 3.58743 -5.93926
H: 3.45467 2.99157 -3.66730
H: 4.04720 1.28781 -0.88974
H: 4.49011 3.33639 0.42305
H: 2.77201 5.16115 0.48111
H: 0.58302 4.85512 -0.70577
H: 0.21122 2.82194 -2.12159
O: 1.34639 -0.53594 4.36007
C: 0.64269 -1.44800 3.87258
O: 0.81281 -2.02155 2.71084
H: -0.23220 -1.86800 4.44871

C5H12N2 | ωB97M-V/def2-TZVPD

Largest force on an atom = 0.1293 hartree/bohr
HOMO-LUMO gap = 10.101 eV
Total charge = +2
Highest occupied orbital energy = -20.8 eV
E_LUMO = -10.709 eV
DFT total energy = -8335.5202 eV
Relative energy (zero: lowest compared OMol25 entry of this formula, charge and spin) = 154.47 kcal per mole

Atoms and positions in Å:
C: -3.23481 0.02747 0.26654
C: -0.87543 -0.58370 -0.27801
C: 0.86320 -0.35347 1.33068
C: 0.28040 1.46658 -0.16276
C: 1.33291 -0.56663 -1.11675
N: -2.03400 -0.14280 -0.02816
N: 0.37607 -0.06306 -0.07613
H: -3.59439 -0.01776 1.24781
H: -3.87024 0.33337 -0.55142
H: -0.56337 -2.34814 -0.59805
H: 0.12676 0.05714 2.00987
H: 0.88876 -1.43636 1.49626
H: 1.74622 0.24509 1.44024
H: 1.20059 1.80589 0.29562
H: -0.01986 1.70066 -1.16779
H: -0.67207 1.76324 0.52596
H: 1.17844 -0.06355 -2.19281
H: 2.36323 -0.53584 -0.65900
H: 1.07794 -1.72912 -1.21161